Computed, not measured: a cluster of 2 separate species, C4H12N2O in total, with ωB97M-V/def2-TZVPD.

Each line ends with the Löwdin charge.
Atoms and positions in Å:
1 C 2.116 0.062 1.130  -0.151
2 C 1.628 -0.620 -0.155  -0.273
3 C 0.141 -0.858 -0.155  -0.434
4 C -0.677 -0.194 -0.967  -0.397
5 N -2.065 -0.292 -0.892  -0.014
6 N -0.419 -1.751 0.797  0.042
7 H 1.449 0.904 1.344  0.066
8 H 3.133 0.462 1.013  0.054
9 H 2.077 -0.618 1.987  0.051
10 H 2.169 -1.559 -0.336  0.094
11 H 1.852 -0.006 -1.031  0.082
12 H -0.305 0.572 -1.629  0.038
13 H -2.533 0.030 -1.735  -0.028
14 H -2.413 -1.186 -0.577  0.039
15 H 0.245 -2.360 1.255  0.053
16 H -1.012 -1.299 1.486  0.064
17 H -1.796 2.188 -0.143  -0.027
18 H -1.816 3.371 -1.168  -0.044
19 O -1.776 3.154 -0.224  -0.216

Cartesian forces (eV/Å) of the 2 atoms listed first:
C -0.11 0.14 -0.19
C -0.20 -0.12 -0.15

**Electronic energy**: -344.30036 a.u.
**Orbital gap (alpha / beta)**: 2.73 / 7.56 eV
**Charge**: -1
**Multiplicity**: 2
**Max |F|**: 0.515 eV Å⁻¹